Entry 1:
20
Properties=species:S:1:pos:R:3 method="wB97M-V/def2-TZVPD" total_energy_ev=-10506.2419 de_lowest_kcal_mol=139.86 multiplicity=1 charge=0 gap_ev=8.2
C -1.071 0.181 -0.410
C 0.018 0.404 0.447
C 0.507 -0.575 1.476
C -2.068 0.844 1.270
C 1.287 0.135 -1.201
C 1.832 -0.943 -1.762
O -1.581 -1.021 -0.702
O 1.638 1.410 -1.565
H -1.011 -1.734 -0.386
H 2.333 1.400 -2.245
H -1.298 0.936 -1.156
H 0.294 1.441 0.584
H 0.033 -1.554 1.385
H 0.301 -0.203 2.479
H 1.580 -0.708 1.352
H -2.306 -0.052 1.835
H -2.933 1.211 0.726
H -1.669 1.640 1.892
H 2.594 -0.875 -2.541
H 1.520 -1.938 -1.478

=====

Entry 2:
18
Properties=species:S:1:pos:R:3 method="wB97M-V/def2-TZVPD" smiles=CC[C@H]1C[C@H]1C total_energy_ev=-6415.8128 de_lowest_kcal_mol=26.01 multiplicity=1 charge=0 gap_ev=11.2
C 1.846 0.992 -0.378
C 1.322 -0.212 0.406
C 0.142 -0.858 -0.288
C -0.891 -1.639 0.472
C -1.259 -0.271 -0.090
C -1.589 0.936 0.815
H 2.187 0.696 -1.378
H 1.060 1.744 -0.511
H 2.689 1.469 0.132
H 1.006 0.103 1.407
H 2.131 -0.940 0.558
H 0.420 -1.286 -1.260
H -0.794 -1.697 1.553
H -1.244 -2.581 0.040
H -1.943 -0.220 -0.936
H -2.576 0.816 1.282
H -1.665 1.881 0.255
H -0.888 1.133 1.630

=====

Entry 3:
44
Properties=species:S:1:pos:R:3 method="wB97M-V/def2-TZVPD" total_energy_ev=-71255.4776 multiplicity=1 charge=+1 gap_ev=7.9
Hg -10.443 -38.878 -2.101
Cl -10.849 -35.716 -2.164
O -9.623 -36.461 -1.859
O -11.665 -36.749 -2.797
O -11.432 -35.300 -0.921
O -10.473 -34.715 -3.084
N -12.710 -39.662 -2.138
C -13.296 -39.609 -3.351
C -14.332 -40.461 -3.688
C -14.898 -41.347 -2.776
C -14.307 -41.399 -1.516
C -13.226 -40.555 -1.270
H -13.055 -38.865 -4.098
H -14.765 -40.470 -4.680
H -15.712 -42.013 -3.024
H -14.622 -42.019 -0.689
H -12.929 -40.385 -0.242
N -10.604 -38.482 0.179
C -11.593 -37.798 0.793
C -11.547 -37.412 2.128
C -10.499 -37.809 2.936
C -9.479 -38.531 2.334
C -9.582 -38.845 0.992
H -12.377 -37.433 0.143
H -12.322 -36.773 2.527
H -10.320 -37.589 3.979
H -8.634 -38.735 2.976
H -8.771 -39.409 0.551
N -10.248 -39.049 -4.423
C -10.574 -40.217 -4.996
C -10.795 -40.466 -6.319
C -10.624 -39.376 -7.165
C -10.384 -38.099 -6.651
C -10.217 -37.995 -5.290
H -10.793 -41.044 -4.325
H -11.111 -41.428 -6.690
H -10.725 -39.539 -8.231
H -10.275 -37.270 -7.331
H -10.165 -37.020 -4.821
C -7.934 -34.073 0.342
Cl -7.957 -32.287 0.355
Cl -8.410 -34.627 1.946
H -8.697 -34.369 -0.368
H -6.971 -34.532 0.150

=====

Entry 4:
24
Properties=species:S:1:pos:R:3 method="wB97M-V/def2-TZVPD" smiles=Cc1ccc(O)cc1.CC total_energy_ev=-11606.6660 de_lowest_kcal_mol=22.39 multiplicity=1 charge=0 gap_ev=9.2
C -0.960 1.555 -0.646
C -1.886 2.593 -1.356
H -1.569 0.742 -0.267
H -0.231 1.118 -1.330
H -0.469 2.256 0.029
H -1.355 3.028 -2.214
H -2.233 3.267 -0.582
H -2.728 2.193 -1.952
C 2.293 -0.672 -1.313
C -0.423 -1.461 1.917
C 0.339 -0.332 1.914
C -0.373 -2.326 0.795
C 1.209 0.020 0.855
C 0.408 -1.934 -0.275
C 1.237 -0.782 -0.256
O -1.345 -1.803 2.854
H 0.205 0.396 2.718
H -1.279 -1.249 3.633
H -0.814 -3.314 0.723
H 1.800 0.928 0.903
H 0.372 -2.477 -1.213
H 2.831 0.280 -1.263
H 1.838 -0.660 -2.315
H 3.130 -1.365 -1.358

=====

Entry 5:
13
Properties=species:S:1:pos:R:3 method="wB97M-V/def2-TZVPD" total_energy_ev=-19845.5771 de_lowest_kcal_mol=9.28 multiplicity=1 charge=-1 gap_ev=7.3
C -0.364 2.789 -0.050
C 0.851 -0.849 -1.077
C -1.119 -0.957 0.351
C -0.092 -1.588 -0.222
O -1.274 2.092 -0.430
F 0.271 -2.812 0.224
S 1.252 2.368 -0.009
H 0.953 -1.597 -1.890
H 0.515 0.146 -1.377
H 1.864 -0.927 -0.495
H -0.478 3.939 0.073
H -1.232 0.085 -0.152
H -1.842 -1.379 0.974

=====

Entry 6:
14
Properties=species:S:1:pos:R:3 method="wB97M-V/def2-TZVPD" total_energy_ev=-9841.6839 de_lowest_kcal_mol=129.04 multiplicity=1 charge=0 gap_ev="8.0 / 7.9"
C 0.228 1.311 -0.944
C 0.470 -0.103 -0.502
N 1.573 -0.747 -0.698
O 2.489 0.030 -1.396
C -0.517 -0.837 0.229
C -1.950 -0.579 1.912
O -1.604 -0.223 0.692
H 0.407 1.397 -2.019
H -0.791 1.630 -0.713
H 0.933 1.986 -0.447
H 3.251 -0.559 -1.454
H -0.327 -1.834 0.608
H -3.001 -0.565 2.157
H -1.161 -0.909 2.573

=====

Entry 7:
14
Properties=species:S:1:pos:R:3 method="wB97M-V/def2-TZVPD" smiles="C=C(C#N)S(=O)(=O)OC" total_energy_ev=-22693.3380 de_lowest_kcal_mol=69.39 multiplicity=1 charge=0 gap_ev=10.5
C 1.538 0.787 0.235
C 0.619 1.869 -1.815
C 0.603 1.079 -0.769
C -0.277 -1.838 1.358
N 2.091 0.511 1.208
O -1.742 0.508 0.852
O -1.895 -0.011 -1.518
O -0.763 -1.573 0.070
S -1.156 -0.111 -0.315
H -0.295 1.968 -2.389
H 1.604 2.369 -2.021
H -0.513 -0.992 2.132
H 0.857 -1.822 1.264
H -0.670 -2.743 1.708

=====

Entry 8:
13
Properties=species:S:1:pos:R:3 method="wB97M-V/def2-TZVPD" smiles="O=C1CO[C@H]2C[C@@H]12" total_energy_ev=-9375.5898 de_lowest_kcal_mol=34.73 multiplicity=1 charge=0 gap_ev=10.5
O -0.709 -1.236 2.041
C -0.359 -0.768 0.981
C -0.697 -1.355 -0.390
O 0.028 -0.616 -1.356
C 0.808 0.380 -0.741
C 0.061 1.527 -0.184
C 0.518 0.411 0.744
H -1.781 -1.284 -0.551
H -0.434 -2.418 -0.470
H 1.782 0.490 -1.214
H -0.994 1.659 -0.389
H 0.641 2.432 -0.027
H 1.136 0.779 1.555

=====

Entry 9:
54
Properties=species:S:1:pos:R:3 method="wB97M-V/def2-TZVPD" total_energy_ev=-47626.3422 de_lowest_kcal_mol=8.59 multiplicity=1 charge=-1 gap_ev=7.0
C 2.068 -2.089 -4.409
N 2.749 -2.066 -3.122
C 3.576 -3.236 -2.852
C 2.224 -1.321 -2.091
C 0.943 -0.723 -2.218
C 0.282 -0.293 -1.083
C 0.912 -0.341 0.167
C 0.232 0.043 1.414
C -0.887 -0.630 1.890
C -1.351 -0.308 3.245
O -0.634 0.142 4.155
N -2.733 -0.520 3.443
C -3.309 0.101 4.629
C -3.199 -1.781 3.117
S -4.308 -2.629 4.040
N -2.644 -2.304 1.962
C -3.201 -3.560 1.446
C -1.633 -1.679 1.199
O -1.402 -2.045 0.032
C 2.260 -0.705 0.241
C 2.908 -1.222 -0.856
H 1.793 -1.075 -4.708
H 2.719 -2.510 -5.181
H 1.146 -2.687 -4.349
H 4.033 -3.205 -1.858
H 2.967 -4.159 -2.888
H 4.382 -3.300 -3.596
H 0.426 -0.715 -3.183
H -0.723 0.121 -1.179
H 0.897 0.300 2.256
H -4.382 -0.063 4.570
H -2.930 -0.369 5.539
H -3.068 1.161 4.614
H -2.852 -3.691 0.421
H -2.881 -4.395 2.081
H -4.291 -3.502 1.496
H 2.790 -0.582 1.184
H 3.931 -1.588 -0.777
C 0.157 2.198 0.871
C -1.087 2.238 1.559
N -2.140 2.213 2.083
C 0.196 3.059 -0.352
C 1.437 3.465 -0.906
C 1.483 4.405 -1.936
C 0.294 4.938 -2.461
C -0.941 4.503 -1.961
C -0.993 3.575 -0.919
C 1.264 2.485 1.733
N 2.204 2.665 2.419
H 2.371 3.079 -0.491
H 2.456 4.736 -2.306
H 0.333 5.677 -3.264
H -1.881 4.892 -2.360
H -1.964 3.298 -0.500

=====

Entry 10:
77
Properties=species:S:1:pos:R:3 method="wB97M-V/def2-TZVPD" total_energy_ev=-68672.5389 s2=0.751 multiplicity=2 charge=+1 gap_ev="8.3 / 8.4"
Ce 0.007 -0.141 0.717
C 1.878 -1.728 1.333
C 2.517 -0.677 0.579
C 1.693 0.256 2.553
C 1.409 -1.161 2.568
C 2.392 0.545 1.330
C 1.786 -3.162 0.937
H 1.738 -3.287 -0.151
H 0.900 -3.648 1.359
H 2.664 -3.721 1.292
C 0.886 -1.961 3.705
H 0.867 -3.024 3.457
H -0.110 -1.634 4.024
H 1.538 -1.859 4.579
C 1.297 1.298 3.537
H 2.153 1.595 4.154
H 0.505 0.946 4.201
H 0.953 2.221 3.042
C 3.003 1.863 0.987
H 4.024 1.952 1.397
H 2.422 2.695 1.394
H 3.070 2.005 -0.095
C 3.427 -0.888 -0.587
H 4.386 -1.352 -0.282
H 3.654 0.058 -1.088
H 2.961 -1.540 -1.332
C -0.648 -0.257 -2.957
C 0.425 -1.053 -2.844
C 1.470 -1.118 -3.925
C 2.430 0.100 -4.118
C 2.233 1.320 -3.260
C 1.158 2.105 -3.405
C 0.098 1.803 -4.429
C -0.864 0.598 -4.177
H 0.999 -1.294 -4.909
H 2.363 0.381 -5.185
H 2.101 -2.003 -3.735
H -0.822 -0.021 -5.092
H -1.463 -0.261 -2.218
H 0.542 -1.774 -2.018
H -1.889 1.001 -4.140
H -0.534 2.700 -4.530
H 1.011 3.020 -2.820
H 0.563 1.635 -5.418
H 3.455 -0.266 -3.954
H 3.043 1.546 -2.557
P -2.092 -2.281 0.457
C -2.227 -3.212 2.023
H -3.054 -3.932 1.945
H -2.423 -2.519 2.856
H -1.292 -3.755 2.222
C -3.795 -1.660 0.240
H -4.531 -2.467 0.352
H -3.900 -1.203 -0.752
H -3.986 -0.889 0.999
C -1.877 -3.594 -0.792
H -1.979 -3.162 -1.795
H -2.603 -4.406 -0.656
H -0.860 -3.999 -0.704
P -1.380 2.529 0.431
C -0.111 3.850 0.302
H -0.508 4.753 -0.181
H 0.747 3.474 -0.276
H 0.249 4.108 1.311
C -2.575 2.790 -0.931
H -2.050 2.954 -1.882
H -3.256 3.628 -0.720
H -3.173 1.873 -1.032
C -2.334 3.066 1.889
H -2.666 4.111 1.807
H -1.726 2.944 2.793
H -3.203 2.410 2.020
F -1.601 0.180 2.692
B -2.255 0.158 4.097
F -2.849 1.402 4.302
F -3.154 -0.893 4.060
F -1.225 -0.070 5.004

=====

Entry 11:
26
Properties=species:S:1:pos:R:3 method="wB97M-V/def2-TZVPD" smiles=C[C@H](CN)NCN.O.O total_energy_ev=-12988.3000 de_lowest_kcal_mol=19.04 multiplicity=1 charge=0 gap_ev=8.9
C -1.748 -1.325 -0.084
N -2.225 -0.652 1.101
C -0.207 -1.365 -0.201
C 0.215 -1.488 -1.665
N 0.385 -0.182 0.428
C 1.776 -0.437 0.883
N 2.701 0.595 0.493
H -2.036 -2.378 -0.023
H -2.259 -0.960 -0.981
H -1.461 -0.410 1.711
H -2.852 0.126 0.990
H 0.182 -2.217 0.337
H 1.231 -1.145 -1.816
H 0.237 -2.530 -2.016
H -0.449 -1.039 -2.400
H 0.465 0.544 -0.265
H 2.161 -1.369 0.467
H 1.722 -0.532 1.965
H 2.500 0.940 -0.445
H 2.905 1.335 1.144
H -1.228 1.471 1.519
H -0.935 2.943 1.499
O -1.343 2.268 2.056
H 0.616 2.478 -0.974
H -0.158 2.964 -2.238
O -0.196 2.366 -1.483

=====

Entry 12:
22
Properties=species:S:1:pos:R:3 method="wB97M-V/def2-TZVPD" total_energy_ev=-12356.2544 de_lowest_kcal_mol=67.13 multiplicity=1 charge=+2 gap_ev="5.4 / 8.2"
C -0.478 4.181 -0.509
C -0.279 2.868 -0.802
C -0.778 1.842 0.022
C -0.558 -0.601 -0.401
C 1.236 -1.365 1.706
C -1.228 -1.911 -2.313
N -0.677 0.584 -0.288
N 2.482 -1.520 1.385
N 0.714 -1.570 2.873
N -0.738 -1.735 -0.947
H -0.065 4.952 -1.142
H -1.047 4.504 0.351
H 0.262 2.585 -1.699
H -1.309 2.091 0.939
H -1.655 -2.908 -2.397
H -0.413 -1.816 -3.036
H -1.992 -1.170 -2.547
H 2.824 -1.345 0.452
H 3.199 -1.801 2.056
H -0.262 -1.394 3.066
H 1.263 -1.889 3.675
H -0.503 -2.584 -0.443

=====

Entry 13:
14
Properties=species:S:1:pos:R:3 method="wB97M-V/def2-TZVPD" total_energy_ev=-8831.8055 de_lowest_kcal_mol=101.41 multiplicity=1 charge=0 gap_ev="7.5 / 7.5"
C -1.515 0.433 0.391
C -0.305 -0.285 -0.200
C -0.169 -1.744 -0.096
O 1.040 -2.082 -0.054
C 2.025 -0.898 0.009
C 1.124 0.130 0.038
N 1.465 1.482 0.173
H -2.441 -0.096 0.141
H -1.594 1.438 -0.037
H -1.456 0.535 1.477
H -0.936 -2.514 -0.142
H -0.380 -0.212 -1.306
H 0.769 2.130 -0.167
H 2.375 1.684 -0.227

=====

Entry 14:
5
Properties=species:S:1:pos:R:3 method="wB97M-V/def2-TZVPD" total_energy_ev=-34658.0366 s2=3.770 multiplicity=4 charge=+2 gap_ev="5.7 / 6.4"
C 2.623 0.317 0.838
C 0.888 0.452 1.318
O 2.002 0.576 2.037
C 0.164 0.016 0.398
Tm -1.715 -0.569 -1.240

=====

Entry 15:
16
Properties=species:S:1:pos:R:3 method="wB97M-V/def2-TZVPD" smiles="[H]/N=c1/c(O)cn(N)n1N" total_energy_ev=-12719.3766 de_lowest_kcal_mol=75.44 multiplicity=1 charge=0 gap_ev=8.7
C -0.215 1.145 -1.079
C -0.372 -0.090 -1.573
C -0.163 -1.029 -0.465
H 1.911 1.235 0.982
H 0.946 2.411 1.661
H -0.252 2.137 -1.511
H -0.639 -1.491 -2.791
H -0.247 -2.882 0.143
H 0.166 -0.245 2.600
H -1.273 -0.380 1.886
N 1.132 1.917 0.781
N 0.078 1.115 0.331
N -0.384 -2.296 -0.682
N 0.259 -0.294 0.653
N -0.314 -0.736 1.844
O -0.634 -0.519 -2.780

=====

Entry 16:
62
Properties=species:S:1:pos:R:3 method="wB97M-V/def2-TZVPD" total_energy_ev=-64971.7981 de_lowest_kcal_mol=0.00 multiplicity=1 charge=+2 gap_ev=6.9
Ta -0.255 0.095 -0.665
C -2.410 -3.198 0.191
C -2.237 -2.022 1.078
N -1.656 -0.858 0.788
C -1.814 -0.038 1.895
C -2.464 -0.718 2.870
N -2.711 -1.954 2.334
C -2.865 -0.446 4.287
O -2.621 0.756 4.767
O -3.320 -1.355 4.921
C -1.315 1.337 1.799
O -1.462 2.193 2.624
O -0.672 1.508 0.629
H -2.190 -2.934 -0.840
H -3.438 -3.559 0.244
H -1.746 -4.007 0.493
H -3.205 -2.677 2.847
H -2.233 1.368 4.107
I -3.049 0.744 -1.631
C -2.272 1.972 -3.135
C -3.059 2.781 -3.898
C -2.445 3.559 -4.903
C -1.099 3.482 -5.122
C -0.289 2.624 -4.342
C 1.103 2.477 -4.574
C 1.865 1.604 -3.849
C 1.262 0.841 -2.829
C -0.082 0.993 -2.524
C -0.883 1.862 -3.312
H -4.129 2.837 -3.752
H -3.061 4.211 -5.508
H -0.638 4.072 -5.905
H 1.558 3.056 -5.370
H 2.913 1.463 -4.076
H 1.880 0.100 -2.328
C 3.458 -0.462 0.118
P 2.002 0.502 0.585
C 2.459 2.244 0.597
C 1.526 -0.027 2.243
C 1.377 0.864 3.302
C 0.932 0.400 4.533
C 0.643 -0.945 4.713
C 0.802 -1.842 3.660
C 1.238 -1.385 2.427
H 3.254 -1.522 0.268
H 4.289 -0.182 0.768
H 3.737 -0.294 -0.921
H 3.266 2.413 1.312
H 1.594 2.850 0.864
H 2.807 2.524 -0.398
H 1.594 1.918 3.179
H 0.820 1.094 5.357
H 0.305 -1.299 5.678
H 0.602 -2.895 3.807
H 1.366 -2.097 1.619
O 0.340 -1.656 -1.076
N 0.591 -2.933 -0.687
C 1.461 -3.517 -1.429
C 2.114 -2.849 -2.524
N 2.625 -2.238 -3.349
C 1.789 -4.875 -1.108
N 2.050 -5.962 -0.852

=====

Entry 17:
14
Properties=species:S:1:pos:R:3 method="wB97M-V/def2-TZVPD" total_energy_ev=-8368.3699 de_lowest_kcal_mol=113.27 multiplicity=1 charge=0 gap_ev=9.6
O -2.243 -0.157 1.599
C -2.120 -0.360 0.317
C 0.704 0.699 0.161
C 1.944 0.108 -0.469
C 0.607 -0.425 -0.844
O 0.301 -1.707 -0.411
H -2.433 0.764 1.861
H -2.292 0.615 -0.203
H 0.399 1.700 -0.137
H 0.526 0.450 1.204
H 2.500 0.702 -1.188
H 2.545 -0.542 0.159
H 0.221 -0.156 -1.830
H -0.660 -1.690 -0.218